{"formula": "C25H41F5P2Pt", "method": "the ωB97M-V functional and the def2-TZVPD basis", "charge": 2, "energy_ha": -2277.72140, "e_homo_ev": [-13.6, -13.8], "lumo_ev": [-5.72, -8.24], "gap_ev": [7.92, 5.57], "multiplicity": 5, "species": ["Pt", "C", "C", "C", "C", "C", "C", "H", "H", "H", "C", "H", "H", "H", "C", "H", "H", "H", "C", "H", "H", "H", "C", "H", "H", "H", "C", "C", "C", "C", "C", "C", "C", "C", "H", "H", "H", "H", "H", "H", "H", "H", "H", "H", "H", "H", "P", "C", "C", "P", "C", "C", "C", "H", "H", "H", "H", "H", "H", "H", "H", "H", "H", "H", "H", "H", "H", "F", "C", "F", "C", "F", "F", "F"], "positions_angstrom": [[1.23899, 1.41994, 2.33704], [3.73805, 0.17508, -0.77911], [3.15096, 1.42490, -1.20237], [3.04137, 1.35855, 1.14631], [3.67221, 0.08826, 0.59649], [2.71865, 2.13075, -0.09533], [4.46349, -0.76537, -1.68873], [3.96514, -0.84163, -2.66244], [4.54489, -1.77679, -1.27146], [5.49240, -0.41924, -1.87904], [4.36365, -0.95516, 1.36701], [4.15152, -1.96301, 0.97655], [4.07232, -0.94913, 2.41236], [5.45392, -0.79857, 1.30397], [3.86128, 2.07644, 2.20645], [4.64921, 2.66942, 1.71770], [4.29661, 1.36865, 2.93005], [3.22538, 2.77481, 2.79132], [2.05481, 3.43899, -0.08730], [2.74723, 4.28640, -0.18458], [1.50469, 3.55159, 0.85022], [1.33047, 3.52517, -0.90630], [3.12332, 1.91076, -2.60337], [3.96566, 2.59529, -2.78513], [2.19821, 2.46662, -2.79991], [3.20846, 1.08477, -3.32234], [0.00365, -2.90471, 0.15004], [0.85621, -2.47108, -0.78944], [0.77523, -1.45027, -1.89317], [-0.58770, -0.78578, -2.09167], [-0.83620, 0.23428, -1.06860], [-1.07981, 0.06222, 0.24308], [-1.41094, -1.05721, 1.14152], [-1.38225, -2.44564, 0.44981], [1.04450, -1.92343, -2.85071], [-1.33631, -1.58196, -2.13799], [1.55333, -0.69159, -1.70650], [-1.92516, -2.30876, -0.51968], [0.38650, -3.63375, 0.88640], [1.82404, -2.96831, -0.80542], [-1.96505, -3.18696, 1.03408], [-0.71562, -1.01353, 1.99453], [-0.69539, 0.89642, 0.87780], [-2.38053, -0.86370, 1.60035], [-0.64400, -0.33981, -3.09421], [-0.35703, 1.18708, -1.33075], [-3.43280, -1.30071, -1.23307], [-4.16958, -2.97029, -0.98496], [-3.90290, -1.01572, -2.97398], [-3.53734, 1.42581, 0.22832], [-4.41878, -0.21582, -0.16594], [-4.12227, 2.25394, -1.33720], [-4.90033, 2.04048, 1.30093], [-4.21207, -3.23062, 0.08261], [-3.53270, -3.71009, -1.49812], [-5.17348, -3.00139, -1.42364], [-4.97297, -1.24555, -3.08279], [-3.32920, -1.72143, -3.59353], [-3.70622, 0.00831, -3.31988], [-5.86563, 1.76138, 0.86953], [-4.82937, 3.13089, 1.35520], [-4.81356, 1.59700, 2.29710], [-4.66484, -0.71149, 0.78925], [-5.37181, -0.00621, -0.68618], [-4.17905, 3.33147, -1.12079], [-5.13306, 1.90518, -1.60287], [-3.43484, 2.06162, -2.17541], [1.36815, 1.10131, 5.23311], [1.00746, 0.42763, 4.09237], [-0.33950, 0.09341, 4.22968], [1.87785, -0.85206, 4.04340], [3.16992, -0.53901, 4.35678], [1.39614, -1.67782, 4.98723], [1.86246, -1.57124, 2.87531]], "forces_ev_per_angstrom": [[0.615, -0.247, -0.314], [-0.149, 1.311, -1.631], [0.864, -1.507, -0.463], [0.363, -0.732, -1.014], [-0.432, 1.088, 1.243], [0.283, -0.616, 1.212], [-0.154, -0.292, -0.029], [0.125, 0.033, 0.180], [-0.065, 0.283, -0.040], [-0.299, 0.039, 0.091], [-0.089, -0.326, 0.407], [0.118, 0.338, -0.020], [0.240, 0.050, -0.083], [-0.216, -0.062, -0.037], [-0.137, -0.044, 0.365], [-0.118, -0.048, 0.338], [-0.100, 0.315, -0.362], [0.295, 0.069, -0.052], [-0.493, 0.331, -0.024], [0.011, -0.173, 0.042], [0.018, 0.343, 0.029], [0.181, 0.016, 0.058], [-0.187, 0.013, -0.308], [-0.196, -0.136, 0.018], [0.213, -0.067, -0.083], [-0.061, 0.298, 0.189], [0.777, -0.113, 0.278], [0.150, -0.342, 0.171], [-0.165, -0.117, -0.310], [-0.156, -0.885, -1.378], [0.957, 0.216, 1.060], [1.870, 1.262, 0.428], [-0.083, -1.196, -0.113], [-0.405, 0.507, 0.321], [0.078, -0.060, 0.311], [0.340, 0.006, -0.068], [-0.293, -0.127, -0.088], [0.540, -0.410, 0.731], [-0.126, 0.232, -0.640], [0.001, -0.002, 0.209], [0.484, 0.354, -0.339], [-0.118, -0.245, -0.296], [-0.837, 0.064, -0.507], [-0.241, -0.017, 0.068], [0.145, 0.019, 0.193], [-0.543, -0.048, 0.125], [-3.080, -0.488, -0.369], [0.570, -0.196, 0.013], [0.404, 0.271, -0.256], [-2.001, 0.215, -0.307], [0.607, 0.316, 0.512], [0.269, 0.115, 0.153], [-0.002, -0.074, -0.063], [0.003, 0.142, -0.370], [-0.298, 0.160, 0.164], [0.168, 0.097, 0.120], [0.269, 0.092, 0.101], [-0.203, 0.230, 0.120], [-0.025, -0.334, 0.155], [0.004, 0.199, 0.142], [-0.056, -0.164, 0.195], [-0.038, 0.220, -0.059], [0.258, -0.030, -0.427], [0.414, -0.072, 0.090], [0.152, -0.286, -0.325], [0.360, 0.190, 0.067], [-0.215, 0.248, 0.228], [-0.301, -0.569, -1.191], [-0.806, 0.568, 0.347], [1.337, -0.033, -0.109], [0.017, -1.374, 1.370], [-1.256, -0.292, -0.619], [0.567, 0.225, -0.399], [-0.121, 1.248, 0.847]]}


{"formula": "C25H41F5P2Tc", "method": "the ωB97M-V functional and the def2-TZVPD basis", "charge": 2, "energy_ha": -2239.20459, "e_homo_ev": [-13.1, -13.9], "lumo_ev": [-7.37, -7.31], "gap_ev": [5.76, 6.64], "multiplicity": 4, "species": ["Tc", "C", "C", "C", "C", "C", "C", "H", "H", "H", "C", "H", "H", "H", "C", "H", "H", "H", "C", "H", "H", "H", "C", "H", "H", "H", "C", "C", "C", "C", "C", "C", "C", "C", "H", "H", "H", "H", "H", "H", "H", "H", "H", "H", "H", "H", "P", "C", "C", "P", "C", "C", "C", "H", "H", "H", "H", "H", "H", "H", "H", "H", "H", "H", "H", "H", "H", "F", "C", "F", "C", "F", "F", "F"], "positions_angstrom": [[-1.27725, 2.05219, 0.52987], [-0.76690, -0.39879, 2.57128], [-0.34832, 0.97478, 2.06187], [-2.36663, 1.00649, 3.41578], [-1.91860, -0.31429, 3.34457], [-1.41711, 1.88222, 2.70815], [0.03568, -1.63742, 2.51958], [0.69842, -1.62555, 1.64821], [-0.63830, -2.50909, 2.43466], [0.66277, -1.78382, 3.42611], [-2.57574, -1.43118, 4.11397], [-2.17961, -2.40542, 3.81443], [-3.65922, -1.43551, 3.90808], [-2.45153, -1.35737, 5.20948], [-3.44972, 1.40462, 4.35359], [-3.03759, 1.55921, 5.36976], [-4.20429, 0.60379, 4.42827], [-3.97900, 2.32039, 4.04950], [-1.03031, 3.12405, 3.39154], [-0.35185, 2.90363, 4.23108], [-1.93588, 3.58648, 3.78350], [-0.55583, 3.78087, 2.66541], [1.09584, 1.29270, 2.22624], [1.25905, 1.44651, 3.30297], [1.36333, 2.19162, 1.66297], [1.69809, 0.45627, 1.85308], [0.56205, -4.22729, -0.64030], [1.62860, -3.88536, 0.09123], [2.88745, -3.33834, -0.49481], [3.04452, -1.79738, -0.35949], [2.12215, -0.93722, -1.36491], [0.81952, -1.48543, -1.28010], [-0.02083, -2.35746, -2.08510], [0.50503, -3.84441, -2.09098], [3.01485, -3.66000, -1.55948], [4.11667, -1.58392, -0.50555], [3.73593, -3.76349, 0.09209], [1.53741, -3.85877, -2.53330], [-0.33679, -4.76710, -0.30898], [1.69024, -4.12149, 1.15265], [-0.25207, -4.44415, -2.64321], [-1.00521, -2.37578, -1.56045], [0.31707, -1.30747, -0.30600], [-0.26941, -2.02497, -3.10176], [2.71480, -1.47260, 0.65561], [2.12394, 0.07724, -0.86509], [2.04135, 0.08211, -3.01151], [1.71120, -1.13232, -4.34766], [3.77173, 0.60911, -3.18100], [-0.11552, 2.30256, -1.34630], [0.62745, 1.16911, -2.90576], [1.39603, 3.29325, -1.19972], [-0.98716, 3.44542, -2.52494], [0.63924, -1.27026, -4.57660], [2.13363, -2.09719, -4.02380], [2.17534, -0.93141, -5.32716], [4.12353, 0.80397, -4.21751], [4.41534, -0.18559, -2.76751], [4.00832, 1.51552, -2.60360], [-0.52248, 3.40723, -3.52114], [-0.90386, 4.46423, -2.12203], [-2.04289, 3.16646, -2.60385], [-0.33165, 0.74334, -3.28551], [0.87753, 1.97938, -3.63117], [1.10065, 4.29041, -0.85984], [1.86877, 3.36625, -2.18464], [2.07893, 2.83666, -0.48007], [-3.56341, 0.24416, 1.20124], [-2.84814, 0.75087, 0.11641], [-2.42300, -0.35354, -0.67070], [-3.94090, 1.55305, -0.64714], [-3.54563, 2.03127, -1.87069], [-5.02573, 0.77009, -0.85237], [-4.32411, 2.63381, 0.12854]], "forces_ev_per_angstrom": [[-1.547, -1.040, 3.369], [-0.877, 0.438, 1.047], [-2.535, 0.080, 1.370], [1.416, 1.095, -0.127], [0.713, -1.306, -0.092], [-0.148, -2.063, -0.785], [0.192, -0.429, -0.697], [-0.039, -0.204, 0.251], [0.444, 0.293, 0.033], [-0.418, 0.250, -0.383], [-0.259, -0.247, -0.259], [-0.134, 0.161, 0.085], [0.372, -0.100, 0.098], [0.055, 0.188, -0.485], [-0.591, 0.179, -0.495], [-0.004, -0.058, -0.412], [0.376, 0.288, 0.040], [0.372, -0.181, 0.120], [-0.086, 0.519, 0.277], [-0.013, 0.364, -0.224], [0.236, 0.398, 0.019], [0.284, 0.604, 0.294], [0.181, -0.012, -0.013], [0.468, 0.080, -0.326], [0.263, 0.088, 0.288], [0.095, 0.250, 0.158], [0.243, -0.405, -0.307], [-0.642, -0.893, 0.091], [0.865, 0.329, -0.019], [0.794, -0.097, -1.359], [0.664, 2.578, -0.189], [-3.159, 0.771, 2.248], [-1.228, -1.185, -0.582], [-0.284, 0.671, -0.374], [0.130, 0.359, 0.968], [-0.385, 0.294, 0.243], [-0.504, 0.195, -0.542], [-1.272, -0.307, -0.056], [0.605, 0.382, 0.470], [-0.230, -0.002, -0.101], [0.916, 0.191, 0.168], [0.571, -0.075, -0.454], [0.535, 0.033, -0.534], [0.263, -0.122, 0.229], [0.352, -0.131, -0.764], [-0.218, -0.665, 0.470], [1.330, -4.123, 0.752], [0.047, -0.173, -0.837], [0.628, 1.159, -0.530], [2.440, -0.309, -4.782], [-1.337, 1.752, 0.485], [0.238, 0.079, 0.521], [-0.472, -0.144, 0.200], [0.579, 0.205, 0.375], [-0.235, 0.336, 0.016], [0.083, 0.419, 0.497], [-0.569, -0.130, 0.525], [-0.567, 0.075, -0.141], [-0.239, -0.215, -0.074], [-0.149, 0.118, 0.416], [-0.091, -0.245, -0.129], [0.424, 0.286, -0.163], [1.051, -0.410, 0.091], [-0.129, -0.416, 0.439], [0.296, -0.053, 0.057], [-0.031, 0.149, 0.282], [0.157, 0.201, -0.087], [0.865, 0.212, -1.165], [-0.139, -0.656, -0.760], [-0.848, 1.429, 1.085], [-1.739, -0.315, -0.478], [-0.258, -0.586, 1.509], [1.037, 1.010, 0.121], [0.798, -1.209, -0.982]]}


{"formula": "C25H41F5P2Ti", "method": "the ωB97M-V functional and the def2-TZVPD basis", "charge": 1, "energy_ha": -3008.30995, "e_homo_ev": [-9.5, -9.4], "lumo_ev": [-3.51, -3.53], "gap_ev": [5.99, 5.85], "multiplicity": 2, "species": ["Ti", "C", "C", "C", "C", "C", "C", "H", "H", "H", "C", "H", "H", "H", "C", "H", "H", "H", "C", "H", "H", "H", "C", "H", "H", "H", "C", "C", "C", "C", "C", "C", "C", "C", "H", "H", "H", "H", "H", "H", "H", "H", "H", "H", "H", "H", "P", "C", "C", "P", "C", "C", "C", "H", "H", "H", "H", "H", "H", "H", "H", "H", "H", "H", "H", "H", "H", "F", "C", "F", "C", "F", "F", "F"], "positions_angstrom": [[3.39291, -0.42072, -2.42709], [-0.82795, -0.77167, 0.51029], [-0.46040, -1.82156, -0.37881], [1.33316, -1.38938, 0.99150], [0.27104, -0.53499, 1.38332], [0.87024, -2.21675, -0.06995], [-2.16635, -0.17600, 0.63355], [-2.64971, -0.05827, -0.34028], [-2.11921, 0.80844, 1.11040], [-2.82844, -0.80460, 1.24907], [0.26030, 0.30610, 2.60247], [-0.48278, 1.11022, 2.53450], [1.25140, 0.74878, 2.77848], [0.01252, -0.30020, 3.49154], [2.67683, -1.46238, 1.61037], [3.07303, -2.49039, 1.55854], [2.64068, -1.13055, 2.66420], [3.38168, -0.80501, 1.06586], [1.60271, -3.34631, -0.67195], [1.87269, -4.11427, 0.07116], [2.55882, -3.00607, -1.09486], [1.01402, -3.82014, -1.46788], [-1.32146, -2.50601, -1.35448], [-1.34607, -3.58937, -1.17423], [-0.93439, -2.38729, -2.36706], [-2.34663, -2.12915, -1.33961], [-2.24850, 2.79585, -1.56659], [-3.24851, 1.92586, -1.76116], [-3.53236, 1.04643, -2.96069], [-2.76270, 1.27837, -4.26787], [-1.45911, 0.46432, -4.46638], [-0.66553, 0.39746, -3.13848], [-0.16575, 1.67346, -2.46447], [-1.04395, 2.93381, -2.43904], [-4.59411, 1.20514, -3.20972], [-2.58354, 2.34757, -4.39235], [-3.48155, -0.01724, -2.67202], [-1.26132, 3.25742, -3.46232], [-2.23043, 3.43056, -0.66939], [-4.00735, 1.78463, -0.96727], [-0.41701, 3.71074, -1.97499], [0.16359, 1.42017, -1.43517], [-1.09516, -0.29122, -2.40198], [0.78846, 1.97988, -2.93454], [-3.40681, 0.97934, -5.10884], [-1.74162, -0.57110, -4.76404], [-0.08276, 1.00661, -5.59777], [-0.30956, 2.79575, -5.63877], [-0.18022, 0.31375, -7.26001], [1.24317, -0.36569, -3.37508], [1.51364, 0.54615, -4.98058], [0.87441, -2.08422, -3.89506], [4.29671, -0.27762, -4.24643], [0.36649, 3.32448, -4.95618], [-1.34507, 3.03820, -5.37387], [-0.15853, 3.16469, -6.66124], [0.49220, 0.89819, -7.91013], [-1.20652, 0.41552, -7.60647], [0.13095, -0.74630, -7.26058], [3.92338, -0.03836, -5.23443], [4.69895, -1.31778, -4.13095], [4.99559, 0.49950, -3.85439], [2.13648, 1.44884, -4.89457], [1.96900, -0.08088, -5.76046], [1.37009, -2.80008, -3.23350], [1.27076, -2.31452, -4.88582], [-0.19875, -2.31241, -3.92417], [2.43525, 2.76771, -1.86354], [2.77356, 1.52538, -1.34993], [2.30136, 1.47097, -0.05011], [4.25621, 1.35620, -1.36674], [4.83174, 1.17364, -0.13105], [4.09336, -1.95535, -1.65449], [4.88656, 2.36027, -2.03402]], "forces_ev_per_angstrom": [[2.944, 0.817, 2.530], [1.730, 1.007, 2.400], [2.800, -1.387, -0.028], [-0.260, 0.034, 0.232], [-1.793, -0.043, -1.095], [-1.959, 0.554, -1.210], [-0.567, 0.236, 0.104], [0.019, -0.015, 0.124], [-0.069, -0.146, -0.108], [0.102, 0.079, -0.099], [0.185, 0.329, 0.408], [0.236, -0.112, 0.074], [-0.337, 0.042, 0.007], [0.056, 0.235, -0.220], [0.180, -0.068, 0.250], [-0.061, 0.418, 0.052], [0.144, -0.153, -0.515], [-0.168, -0.214, 0.279], [0.644, -0.512, -0.263], [-0.206, 0.109, -0.194], [-0.352, -0.423, 0.101], [0.139, -0.062, 0.293], [-0.496, -0.479, -0.376], [-0.118, 0.196, 0.019], [-0.306, -0.102, 0.190], [0.003, -0.079, 0.021], [-0.813, -0.438, 0.128], [-0.016, 0.210, 0.411], [-0.162, -0.260, 0.034], [-0.015, 0.128, -1.171], [1.395, -1.042, 1.081], [2.489, -1.118, 1.130], [0.254, 0.809, 0.059], [0.585, 0.289, 0.267], [0.274, -0.037, 0.087], [-0.280, -0.299, 0.111], [0.012, 0.199, -0.028], [-0.005, 0.115, 0.602], [-0.207, -0.522, -0.281], [0.446, 0.378, -0.512], [-0.087, -0.123, -0.394], [-0.432, 0.018, -0.458], [-0.222, 0.333, -0.333], [-0.476, 0.093, 0.025], [0.006, 0.176, 0.268], [0.266, 0.520, 0.187], [-1.800, 0.967, -0.511], [0.164, 0.463, -0.784], [0.028, 0.118, 0.034], [-3.573, -0.387, -1.113], [-0.012, -0.025, -0.156], [0.075, -0.482, -0.767], [-0.383, -0.505, 0.808], [-0.103, -0.235, -0.181], [0.462, -0.070, -0.244], [0.170, -0.027, 0.213], [-0.244, -0.281, 0.180], [-0.013, -0.099, -0.233], [-0.226, 0.478, 0.041], [0.444, -0.131, 0.022], [0.178, 0.808, -0.507], [0.000, -0.489, -0.332], [-0.179, -0.300, 0.290], [-0.098, 0.021, 0.489], [-0.195, 0.210, 0.107], [0.093, 0.160, -0.102], [0.387, 0.139, -0.067], [-0.291, -0.688, -0.086], [1.865, 0.496, 0.969], [-0.285, -0.276, -0.973], [-1.217, -0.173, 0.422], [-0.253, -0.082, -1.073], [-0.634, 1.386, -0.655], [0.134, -0.685, 0.024]]}